Entry from OMol25: a structure of composition C4H9NO (ωB97M-V with the def2-TZVPD basis set).

```
15
Properties=species:S:1:pos:R:3:forces:R:3:nbo_charge:R:1
C 0.111 1.533 0.097 0.2002 1.2579 2.5148 -0.47
C 0.707 1.113 -1.153 -0.7589 0.5810 -5.7733 -0.46
C 0.249 0.131 -0.249 -3.5783 -3.2033 1.1786 0.32
C 1.110 -0.907 0.390 -0.9319 2.4393 -0.4571 -0.67
N -1.647 -1.413 0.754 -1.5802 0.4666 -1.0176 -0.53
O -1.459 -0.520 -0.353 3.5217 0.7649 -0.3917 -0.49
H 0.736 1.971 0.919 -0.9923 -0.2482 -0.7981 0.22
H -0.903 1.852 -0.134 0.2185 0.4310 0.8916 0.25
H 0.006 1.357 -2.084 2.0346 -0.5597 1.7935 0.23
H 1.780 1.011 -1.325 -0.2790 0.5068 -0.2149 0.23
H 1.887 -0.289 0.793 0.6619 0.0438 0.9551 0.21
H 1.590 -1.529 -0.328 -0.2218 -1.0920 -0.3497 0.22
H 0.386 -1.231 1.110 0.5435 -1.4817 0.8106 0.27
H -2.374 -0.878 1.250 0.3784 -0.6025 0.2986 0.34
H -2.180 -2.201 0.313 0.7837 0.6959 0.5594 0.34
```
Positions in Å, forces in eV/Å.

Results
- Total charge: 0
- Max |F|: 5.852 eV/A
- Gap between HOMO and LUMO: 10.257 eV
- Energy above the lowest of the compared OMol25 structures with the same formula, charge and spin: 548.6 kJ/mol
- HOMO level: -9.106 eV



Entry from OMol25: the ion C4H11BrP with charge +1 (ωB97M-V with the def2-TZVPD basis set).

```
17
Properties=species:S:1:pos:R:3:forces:R:3:nbo_charge:R:1
C 0.593 1.695 -0.340 -0.0203 -1.4398 -4.5913 -0.98
C -0.417 -0.736 -1.519 -1.1578 0.3682 2.0070 -0.95
C -1.524 0.165 1.074 1.6090 -2.8410 0.0017 -0.93
C 1.170 -0.893 0.936 1.3159 -0.3530 0.2650 -0.82
P -0.023 0.068 0.020 -1.6330 0.5497 -0.9721 1.57
Br 2.472 -1.906 -0.195 -0.8200 0.7873 0.6257 0.10
H 0.671 2.082 0.595 0.8124 2.2672 2.3523 0.25
H 0.064 2.269 -1.166 -0.3469 -0.5690 1.7226 0.30
H 1.500 1.528 -0.957 0.3702 0.1277 1.2039 0.28
H -0.909 -1.639 -1.272 0.0731 -1.5273 0.0768 0.27
H 0.451 -0.810 -2.063 1.8645 -0.6000 -1.4991 0.27
H -1.174 -0.222 -2.036 -0.7773 1.2356 -0.7405 0.27
H -1.996 -0.870 0.870 0.3332 1.7183 0.6029 0.27
H -2.168 0.975 0.804 -0.3476 0.4586 0.0904 0.28
H -1.091 0.157 2.109 -0.9924 0.3431 -0.6865 0.27
H 1.757 -0.231 1.613 -0.4160 -0.5271 -0.4598 0.29
H 0.625 -1.632 1.525 0.1329 0.0016 0.0009 0.27
```
Positions in Å, forces in eV/Å.

Results
- Total charge: +1
- Max |F|: 4.812 eV/A
- Gap between HOMO and LUMO: 11.109 eV
- Energy above the lowest of the compared OMol25 structures with the same formula, charge and spin: 0.0 kJ/mol
- HOMO level: -14.595 eV



Entry from OMol25: a structure of composition C22H24AsClI2IrO2P (ωB97M-V with the def2-TZVPD basis set).

```
54
Properties=species:S:1:pos:R:3:forces:R:3:nbo_charge:R:1
I -3.212 -2.734 -1.350 -0.2125 -0.5576 0.1754 0.41
I -3.617 2.528 -1.636 -0.2052 0.2923 -0.1038 0.02
Ir 0.744 0.159 -2.344 2.8763 0.4606 2.2760 0.78
P 0.171 0.087 -4.465 -1.6640 -0.4320 -3.4526 1.22
C -1.563 0.054 -5.075 0.3084 -0.0094 0.4780 -0.96
C 0.872 1.628 -5.063 0.7561 -0.2730 0.1442 -0.96
H 1.912 -1.470 -4.533 0.0323 -0.2466 -0.3867 0.29
H 0.926 -1.567 -6.050 -0.0022 -0.0699 0.1435 0.30
H 0.355 -2.295 -4.504 -0.1787 -0.0441 -0.0683 0.28
C 0.905 -1.474 -4.957 0.7211 0.2779 -0.2804 -0.97
H 1.889 1.660 -4.662 0.0268 0.2576 -0.4031 0.29
H 0.864 1.648 -6.156 -0.0285 0.0410 0.0358 0.31
H -1.568 0.044 -6.174 0.1814 -0.0035 0.2729 0.30
H -2.110 0.930 -4.726 0.0374 0.0940 -0.0724 0.27
H 0.312 2.459 -4.644 -0.1734 0.1223 -0.0762 0.29
H -2.075 -0.837 -4.709 0.0394 -0.0542 -0.1315 0.25
C -1.080 -0.005 -2.194 -3.8855 0.1329 1.2347 0.57
O -2.224 -0.095 -1.983 3.0515 0.0063 -0.7673 -0.48
Cl 3.100 0.168 -2.644 -1.6736 0.0726 -0.0130 -0.32
O 1.042 0.396 -0.441 -2.2974 -0.2662 0.5845 -0.95
As 0.183 0.103 1.119 1.4090 0.4751 2.1706 1.75
C -1.208 -1.408 1.599 1.9151 0.1083 -0.1547 -0.32
C -2.530 -1.335 1.252 -1.0002 0.5006 -0.9574 -0.14
C -3.516 -2.195 1.839 1.2521 -0.8576 0.4252 -0.07
C -3.076 -3.170 2.765 -0.1848 -0.1222 0.2287 -0.20
C -1.710 -3.348 3.022 -0.3209 0.8240 -0.4886 -0.09
C -0.750 -2.461 2.407 -1.3611 0.5884 -0.3852 -0.08
C 1.873 -0.461 1.911 0.1425 -0.4619 0.8523 -0.33
C 2.248 -0.516 3.283 1.1440 -0.4986 -1.1036 -0.24
C 3.567 -0.961 3.603 -1.1928 0.2654 -0.4483 -0.18
C 4.449 -1.370 2.585 1.0621 -0.2676 0.8401 -0.15
C 4.063 -1.306 1.259 0.1536 -0.2602 -0.8289 -0.18
C 2.781 -0.874 0.941 0.3794 -0.0280 -0.0752 -0.24
C -0.319 1.863 1.882 -0.9941 -0.2265 -0.8728 -0.27
C -1.565 2.429 1.604 -0.6708 0.2865 -0.2268 -0.25
C -1.927 3.689 2.128 0.2861 -0.7338 -0.1885 -0.19
C -1.038 4.375 2.964 1.3985 -0.7888 0.2836 -0.13
C 0.277 3.849 3.197 -2.1040 -1.5841 -1.5667 -0.16
C 0.600 2.578 2.613 1.4148 1.0753 1.1783 -0.23
H -2.833 -0.621 0.485 -0.2487 0.2066 0.6073 0.24
H -4.548 -2.115 1.546 -0.2628 0.1600 0.1259 0.27
H -3.824 -3.785 3.303 0.5849 0.3530 -0.5029 0.28
H -1.360 -4.115 3.718 -0.1239 0.2187 -0.2922 0.28
H 0.294 -2.577 2.561 0.7705 -0.1892 0.3676 0.26
H 1.568 -0.230 4.057 -0.2271 0.1738 0.4073 0.24
H 3.868 -0.988 4.653 -0.0771 -0.0150 -0.4227 0.26
H 5.479 -1.750 2.852 -1.3629 0.5658 -0.2813 0.26
H 4.728 -1.602 0.411 -0.5022 0.2475 1.0588 0.25
H 2.496 -0.803 -0.094 0.3891 -0.3463 0.0163 0.22
H -2.249 1.904 0.928 0.0685 0.3041 0.4125 0.21
H -2.910 4.109 1.877 0.4780 -0.2169 0.2174 0.25
H -1.335 5.290 3.476 0.0741 -0.1347 -0.3430 0.26
H 0.980 4.366 3.811 0.3780 0.1989 0.2260 0.26
H 1.602 2.150 2.751 -0.3765 0.3784 0.1310 0.24
```
Positions in Å, forces in eV/Å.

Results
- Total charge: +3
- Max |F|: 4.079 eV/A
- <S²>: 8.784
- Spin multiplicity: 6
- Gap between HOMO and LUMO (spin up / spin down): 7.175 / 3.898 eV
- Energy above the lowest of the compared OMol25 structures with the same formula, charge and spin: 77.4 kJ/mol
- HOMO level (spin up / spin down): -16.946 / -16.912 eV



Entry from OMol25: a cluster of 5 separate species, C24H38N3O8 in total (ωB97M-V with the def2-TZVPD basis set).

```
73
Properties=species:S:1:pos:R:3:forces:R:3:lowdin_charge:R:1
N 0.263 0.303 0.450 -0.4196 -0.8221 -1.6331 0.29
H -0.066 -0.153 1.289 -0.2469 -0.3774 0.7963 0.04
H -0.482 0.750 -0.065 -0.7160 0.7922 0.2698 0.04
H 0.570 -0.350 -0.256 0.7322 -0.6891 -0.3283 0.06
H 0.904 1.039 0.711 1.2205 1.2661 0.5997 0.02
C 3.437 1.664 0.030 -3.6780 0.7958 1.8971 -0.05
C 4.345 2.015 -0.894 5.3142 -2.5066 -3.0339 -0.37
C 4.449 3.459 -1.385 1.7979 2.1680 -2.6246 -0.41
O 5.174 3.945 -2.323 0.7416 -2.7834 -0.0299 -0.11
C 3.712 4.447 -0.835 -3.2590 -0.3045 3.4700 -0.06
C 2.704 4.136 0.130 -0.4213 1.0623 -0.6413 -0.37
C 2.493 2.619 0.531 1.0232 0.4336 0.2666 -0.31
O 1.567 2.335 1.335 0.2592 0.1007 -0.1837 -0.08
O 1.929 5.016 0.568 0.2033 -0.9934 0.3862 -0.06
O 5.226 1.124 -1.324 -2.3833 2.4983 0.7294 -0.13
H 3.264 0.633 0.299 0.3529 -0.2587 0.1032 0.08
H 3.717 5.474 -1.171 0.3205 -0.0946 -0.1631 0.10
C -3.367 0.433 -0.704 4.7877 4.3891 -0.0488 0.00
C -4.469 0.101 -1.378 -3.4774 -3.7797 0.8477 -0.43
C -4.965 0.855 -2.582 -3.1960 -0.2894 -2.7200 -0.29
O -6.054 0.640 -3.241 2.0418 -0.4293 2.2585 0.03
C -4.218 1.895 -3.144 2.0800 0.6080 0.7341 0.10
C -2.909 2.251 -2.596 1.1937 0.7868 1.0570 -0.27
C -2.420 1.531 -1.175 -2.3024 -0.9470 -0.6268 -0.26
O -1.408 1.962 -0.638 -1.0990 -0.0668 -0.7056 0.02
O -2.228 3.158 -3.077 -0.8385 -1.3007 0.4717 0.08
O -5.117 -0.899 -0.888 -0.1276 1.6143 -1.7370 -0.06
H -3.270 0.000 0.281 0.3873 -0.0959 -0.0550 0.09
H -4.558 2.454 -4.003 -0.2047 -0.1296 -0.0193 0.12
C -2.377 -2.056 3.838 0.5901 0.1729 0.3672 -0.09
C -1.568 -1.631 2.608 -1.1667 1.7108 0.3200 -0.23
N -0.426 -0.646 2.800 -0.9189 -2.0366 1.8826 -0.18
C 0.670 -1.400 3.410 2.3291 0.0439 -0.2909 -0.27
C 2.038 -0.680 3.377 -0.2616 0.3616 0.7944 -0.08
C -0.784 0.591 3.603 -1.0448 -0.6403 -0.5244 -0.20
C -2.017 1.384 3.072 2.0607 -0.6391 -0.8147 -0.06
H -1.671 -2.352 4.613 -0.2100 -0.3209 0.2257 0.06
H -3.021 -2.892 3.564 0.0824 -0.0830 0.0814 0.07
H -3.019 -1.285 4.264 0.1015 0.1916 -0.1571 0.06
H -1.325 -2.566 2.103 0.9074 0.4454 -0.1821 0.10
H -2.278 -1.102 1.973 -0.0151 -0.1197 -0.3494 0.08
H 0.484 -1.824 4.397 -0.3652 0.6123 0.5844 0.10
H 1.028 -2.307 2.921 -1.3495 -0.3278 -1.1469 0.10
H 2.374 -0.360 2.391 -0.5764 0.3846 -0.0555 0.06
H 2.023 0.147 4.087 0.3951 0.2545 -0.2867 0.07
H 2.835 -1.365 3.667 -0.1365 -0.2075 0.4208 0.07
H 0.061 1.278 3.637 0.1655 -0.2800 -0.4708 0.11
H -1.053 0.408 4.643 0.3425 -0.7728 0.3572 0.10
H -2.980 0.891 3.204 0.0542 0.3333 0.5164 0.06
H -1.868 1.512 2.000 -0.1565 0.3299 -0.1172 0.06
H -1.801 2.341 3.547 -1.1408 0.2065 -0.0504 0.08
C -1.483 -2.558 -0.796 -0.1835 0.4356 -0.6265 -0.08
C -0.037 -2.758 -1.264 0.2266 0.2041 1.2182 -0.26
N 0.664 -1.517 -1.632 -1.4167 -0.9478 -1.4471 -0.18
C 0.030 -1.067 -2.957 0.8611 0.6436 0.0962 -0.21
C 0.846 -0.022 -3.608 1.9742 2.4417 -0.6656 -0.12
C 2.140 -1.616 -1.583 0.1560 0.4743 -1.2914 -0.25
C 2.785 -2.644 -2.496 0.8217 0.0345 -0.2726 -0.09
H -1.926 -3.485 -0.431 0.1171 -0.1301 -0.0438 0.08
H -2.121 -2.188 -1.598 -0.0801 -0.1434 -0.0743 0.06
H -1.595 -1.812 -0.008 0.3500 -0.0782 -0.0442 0.03
H 0.490 -3.168 -0.402 0.3012 -0.1835 0.0768 0.11
H 0.021 -3.506 -2.055 -0.0815 -0.1402 -0.2254 0.11
H -0.020 -1.736 -3.816 -0.1202 -1.6088 0.6758 0.11
H -0.993 -0.717 -2.824 0.0576 -0.0727 0.6211 0.10
H 1.022 0.908 -3.068 -0.0292 -0.1432 0.6878 0.09
H 1.839 -0.379 -3.881 0.2007 -0.2661 0.4116 0.07
H 0.593 0.409 -4.577 -1.2447 -0.5610 -0.1788 0.08
H 2.602 -1.770 -0.608 -0.9446 -0.0352 0.5758 0.12
H 2.502 -0.624 -1.855 0.1506 -0.0138 -0.0249 0.10
H 2.618 -3.676 -2.185 -0.4461 -0.0681 -0.2683 0.06
H 3.869 -2.537 -2.462 0.1751 0.2188 0.3827 0.08
H 2.605 -2.463 -3.556 -0.6181 -0.3269 -0.0243 0.06
```
Positions in Å, forces in eV/Å.

Results
- Total charge: -2
- Max |F|: 6.613 eV/A
- <S²>: 0.784
- Spin multiplicity: 2
- Gap between HOMO and LUMO (spin up / spin down): 4.549 / 2.603 eV
- HOMO level (spin up / spin down): -0.641 / -0.641 eV



Calculated total energy for the records above, in order: -287.6235; -3074.1164; -4739.0207; -1703.3156 Eh